Record 1
# C4H6BrNS

A structure of composition C4H6BrNS (ωB97M-V with the def2-TZVPD basis set, the OMol25 dataset).

Each line ends with the Löwdin charge.
CARTESIAN COORDINATES (ANGSTROEM)
1 C 2.23175 0.34549 -0.05993  -0.80
2 C 0.08038 1.05730 -0.46973  -0.25
3 C -0.41093 -0.46429 -0.39945  -0.65
4 C -1.60261 -0.60314 0.60956  -0.16
5 N 1.44241 1.14129 -0.53799  -0.06
6 S 0.90566 -1.55999 0.25672  0.68
7 Br 4.06159 0.22234 0.23914  0.74
8 H -0.37596 1.49186 -1.35243  0.11
9 H -0.29257 1.66548 0.41816  0.15
10 H -0.52412 -1.05083 -1.32614  0.07
11 H -1.79808 -1.64980 0.68247  0.04
12 H -2.49426 -0.05722 0.32885  0.07
13 H -1.22325 -0.53848 1.61078  0.05

Computed properties:
E_HOMO, eV: -8.485
Relative energy (zero: lowest compared OMol25 entry of this formula, charge and spin), kcal per mole: 55.0
Gap between HOMO and LUMO, eV: 8.20
Spin multiplicity: 1
Maximum force, hartree/bohr: 0.0732

---

Record 2
# C18H21FN6O2S2

The molecule C18H21FN6O2S2 (ωB97M-V with the def2-TZVPD basis set, the OMol25 dataset).

Each line ends with the Löwdin charge.
CARTESIAN COORDINATES (ANGSTROEM)
1 C 3.57016 2.10496 1.05729  -0.12
2 H 4.04904 1.36991 1.71551  0.09
3 O 2.29430 1.67721 0.65598  -0.20
4 C 2.32708 0.46673 -0.06534  -0.24
5 C 0.91813 0.11971 -0.52948  -0.13
6 H 0.27672 -0.02683 0.34082  0.09
7 C 0.34834 1.24684 -1.39316  -0.14
8 N -0.91823 0.89233 -1.97239  0.00
9 C -1.11501 0.35026 -3.20942  -0.61
10 N -2.39049 0.14659 -3.42161  -0.01
11 N -3.05275 0.54546 -2.32213  0.08
12 C -2.18553 0.98620 -1.45693  -0.30
13 C -2.52314 1.45321 -0.08705  -0.04
14 C -2.57701 0.26501 0.82904  -0.38
15 C -3.57164 -0.65518 0.86209  -0.36
16 S -3.21897 -1.89547 2.01334  1.04
17 C -1.70405 -1.04756 2.36329  -0.60
18 N -1.53375 0.02804 1.67399  0.07
19 N -0.86416 -1.57681 3.28150  0.06
20 C 0.32379 -1.04607 3.77273  -0.23
21 C 0.78169 0.22249 3.42253  -0.01
22 C 1.96254 0.70242 3.95403  0.00
23 C 2.68676 -0.09116 4.82433  -0.28
24 C 2.25190 -1.35313 5.18802  -0.01
25 C 1.06592 -1.82514 4.66190  -0.02
26 H 0.71051 -2.80649 4.94111  0.11
27 H 2.83513 -1.94792 5.87258  0.12
28 F 3.84886 0.37604 5.33317  0.05
29 H 2.31997 1.68529 3.69550  0.11
30 H 0.21190 0.82555 2.73737  0.09
31 H -1.14461 -2.46585 3.67038  0.13
32 H -4.46906 -0.68416 0.28095  0.07
33 H -3.49978 1.93661 -0.12181  0.13
34 H -1.77092 2.15014 0.28096  0.12
35 S 0.19015 0.02254 -4.30715  1.00
36 C -0.73729 -0.30818 -5.83960  -0.36
37 H -0.02471 -0.12845 -6.64366  0.08
38 H -1.56153 0.40147 -5.87915  0.08
39 C -1.23462 -1.75186 -5.92080  -0.63
40 O -0.66965 -2.58698 -6.59074  0.04
41 N -2.35270 -1.97033 -5.21328  0.16
42 H -2.72917 -2.90363 -5.18679  0.11
43 H -2.71363 -1.25514 -4.58197  0.05
44 H 1.03432 1.46714 -2.21683  0.11
45 H 0.22994 2.14330 -0.78122  0.13
46 H 0.95580 -0.80507 -1.10775  0.12
47 H 2.71979 -0.34075 0.57205  0.13
48 H 2.99465 0.56972 -0.93615  0.13
49 H 4.22195 2.27491 0.19105  0.09
50 H 3.43303 3.04211 1.59288  0.09

Computed properties:
E_HOMO, eV: -7.980
Relative energy (zero: lowest compared OMol25 entry of this formula, charge and spin), kcal per mole: 0.0
Gap between HOMO and LUMO, eV: 8.29
Spin multiplicity: 1
SMILES: COCCCn1c(Cc2csc(Nc3ccc(F)cc3)n2)nnc1SCC(N)=O
Maximum force, hartree/bohr: 0.0228

---

Record 3
# C5H20CuN12O11

A structure of composition C5H20CuN12O11 (ωB97M-V with the def2-TZVPD basis set, the OMol25 dataset).

Each line ends with the Mulliken spin population.
CARTESIAN COORDINATES (ANGSTROEM)
1 Cu -0.61497 -0.05772 0.18629  -0.60
2 N -2.17073 -0.70983 3.08169  0.03
3 O -1.89508 -0.24124 1.98541  -0.02
4 O -1.39594 -1.43474 3.68211  0.01
5 O -3.39072 -0.61219 3.49766  0.01
6 N -1.13877 3.25882 -0.26687  0.06
7 O -0.35329 3.80537 0.44574  0.00
8 O -1.61934 3.83056 -1.19309  0.00
9 O -1.34371 2.07116 -0.04320  -0.08
10 C 1.50578 1.50757 2.30879  2.74
11 O 0.64406 0.94067 1.72137  -1.53
12 N 1.70553 2.73746 2.24399  -0.27
13 N 2.31842 0.91925 3.13260  -0.26
14 H 2.30045 3.15057 2.94791  0.00
15 H 1.11134 3.28428 1.63734  0.06
16 H 2.19348 -0.07489 3.25976  -0.09
17 H 3.11120 1.33202 3.60294  -0.08
18 C -1.23757 -3.49065 0.28561  0.35
19 O -0.83589 -2.30980 0.38430  -0.14
20 N -0.35549 -4.38747 0.14146  0.09
21 N -2.49873 -3.94750 0.43385  -0.05
22 H -0.60418 -5.36338 0.06493  -0.06
23 H 0.56952 -4.02682 -0.04397  0.00
24 H -2.90362 -4.81601 0.11470  0.00
25 H -3.07556 -3.22668 0.84347  0.01
26 C 2.42929 -1.38818 0.37850  6.66
27 O 1.44491 -1.16319 -0.21345  -2.05
28 N 2.41662 -2.17494 1.39717  -1.13
29 N 3.55886 -1.04189 -0.10411  -0.98
30 H 1.67693 -2.85923 1.46579  -0.08
31 H 3.36302 -2.24507 1.74288  -0.06
32 H 4.43173 -1.13658 0.39512  -0.44
33 H 3.65263 -0.37985 -0.86108  -0.39
34 C -3.02681 0.22969 -2.26718  -0.02
35 O -2.16529 -0.43354 -1.72736  0.03
36 N -2.91076 1.54485 -2.55232  0.00
37 N -4.07823 -0.33185 -2.82877  -0.02
38 H -2.25410 2.06740 -1.99033  0.01
39 H -3.58982 2.02725 -3.12352  0.00
40 H -4.73026 0.26227 -3.32069  0.00
41 H -4.20167 -1.33032 -2.73979  0.00
42 C 1.33809 1.75706 -2.07208  1.16
43 O 0.46555 1.03121 -1.69310  -0.43
44 N 2.34387 2.20576 -1.36894  -0.14
45 N 1.42641 2.05476 -3.32583  -0.06
46 H 3.11513 2.74300 -1.73860  -0.20
47 H 2.44572 1.90605 -0.40983  -0.06
48 H 2.23309 2.58612 -3.62086  0.00
49 H 0.58891 1.93042 -3.87650  -0.01

Computed properties:
Charge: -1
E_HOMO (spin up / spin down), eV: 0.189 / -5.516
⟨S²⟩: 2.00
Gap between HOMO and LUMO (spin up / spin down), eV: 2.21 / 6.19
Spin multiplicity: 3
Maximum force, hartree/bohr: 0.1467

---

Record 4
# C6H9BrO

The molecule C6H9BrO (ωB97M-V with the def2-TZVPD basis set, the OMol25 dataset).

Each line ends with the Löwdin charge.
CARTESIAN COORDINATES (ANGSTROEM)
1 C -1.19302 -1.73888 -1.24954  -0.01
2 C 0.81980 -0.79734 0.86052  -0.11
3 C -0.12863 -0.05011 0.25636  -0.41
4 C -1.31958 -0.70818 -0.40615  -0.65
5 C 1.99130 -0.31865 1.62088  -0.09
6 C -0.36903 1.98036 -0.83880  -0.11
7 O -0.00825 1.26402 0.29840  -0.10
8 Br -3.05837 -0.05816 0.21746  0.70
9 H -2.09517 -2.08379 -1.68102  0.04
10 H -0.25930 -1.83318 -1.86445  0.10
11 H 0.55455 -1.77458 1.09420  0.08
12 H 2.92558 -0.36647 1.00525  0.09
13 H 1.80352 0.80634 1.81555  0.10
14 H 1.93414 -0.87679 2.60882  0.10
15 H -1.41769 2.54303 -0.82692  0.12
16 H -0.57522 1.31176 -1.62192  0.05
17 H 0.39538 2.70062 -1.28864  0.11

Computed properties:
E_HOMO, eV: -8.666
Relative energy (zero: lowest compared OMol25 entry of this formula, charge and spin), kcal per mole: 34.4
Gap between HOMO and LUMO, eV: 9.35
Spin multiplicity: 1
SMILES: C=C(Br)/C(=C/C)OC
Maximum force, hartree/bohr: 0.0699